[1]
{
  "formula": "C5H8ClN3O",
  "method": "ωB97M-V/def2-TZVPD",
  "e_lumo_ev": [-0.21, -0.21],
  "gap_ev": [8.188, 8.187],
  "symbols": ["Cl", "C", "H", "H", "C", "H", "N", "C", "C", "O", "H", "H", "N", "N", "H", "H", "C", "H"],
  "positions_angstrom": [[2.88033, -1.31732, -1.29951], [1.73913, 0.65201, 0.06273], [2.56181, 1.21543, -0.40451], [-0.74084, -0.58480, -2.23482], [0.90420, 1.20672, 1.00977], [-1.50447, -2.47147, 0.76128], [-1.28973, -1.66365, 1.29338], [1.49687, -0.53641, -0.52717], [-0.43184, -0.78583, 0.67980], [-0.90788, 0.72615, 2.32632], [-1.90294, 0.88497, -0.95005], [1.09153, 2.18783, 1.42523], [0.50783, -1.32434, -0.12598], [-0.21058, 0.43802, 1.30005], [-1.33934, 1.13238, -2.55110], [-1.50577, -1.17466, 2.16120], [-1.07618, 0.47933, -1.69218], [-0.27212, 0.93565, -1.23445]]
}

=====

[2]
{
  "formula": "C7H14N",
  "method": "ωB97M-V/def2-TZVPD",
  "smiles": "C#CC[NH2+]C(C)(C)C",
  "total_charge": 1,
  "e_lumo_ev": -3.02,
  "gap_ev": 11.335,
  "symbols": ["H", "H", "N", "H", "C", "H", "H", "H", "H", "H", "C", "H", "H", "H", "C", "C", "C", "H", "H", "H", "C", "C"],
  "positions_angstrom": [[-0.48575, 1.82410, -1.49761], [-0.63114, -1.86262, 0.99678], [0.04583, 0.24673, 0.76597], [2.48439, 0.90159, 0.14609], [-0.97091, -0.92378, 1.10130], [0.87737, 0.21672, 1.34552], [1.55029, 2.30647, -0.57181], [2.38697, 1.02605, -1.62595], [1.37167, -1.91054, -0.48003], [-0.34434, 1.09607, 1.14378], [0.75851, -1.21603, -1.07589], [-0.29824, 0.67053, -2.67826], [-0.18218, -1.75332, -1.21114], [-2.64031, -0.10668, 4.20988], [0.50499, 0.23345, -0.71563], [-1.57638, -0.64611, 2.33610], [-0.50791, 0.80128, -1.69587], [-1.43173, 0.32576, -1.54239], [1.24019, -1.23484, -2.13133], [-1.83443, -0.76465, 0.37645], [-2.03074, -0.36599, 3.43423], [1.71385, 1.13583, -0.63020]]
}

=====

[3]
{
  "formula": "C28H38N5O6SSn",
  "method": "ωB97M-V/def2-TZVPD",
  "total_charge": 3,
  "e_lumo_ev": -9.08,
  "gap_ev": 7.295,
  "symbols": ["N", "C", "C", "C", "H", "C", "N", "C", "H", "H", "C", "C", "H", "C", "H", "C", "H", "C", "O", "H", "C", "C", "H", "H", "C", "C", "H", "C", "H", "H", "N", "O", "O", "O", "H", "C", "H", "N", "H", "H", "S", "C", "H", "H", "H", "H", "H", "H", "C", "H", "H", "C", "H", "H", "O", "H", "H", "C", "N", "C", "H", "C", "H", "H", "H", "C", "C", "H", "H", "O", "Sn", "H", "C", "H", "C", "C", "C", "H", "H"],
  "positions_angstrom": [[1.58236, 0.20301, 1.81823], [2.81685, -0.07074, 1.58938], [1.18598, 0.65005, 3.17247], [4.63177, -1.69402, -1.89010], [-3.09087, 2.49448, -0.25488], [3.39273, -0.59842, 0.36886], [1.82774, -4.40860, 1.63311], [-1.48351, -2.57130, -0.62322], [3.51328, 0.07248, 2.41735], [-2.53353, -4.85271, 1.65830], [3.31657, -1.20464, -1.97700], [0.38469, -4.33143, -4.09347], [0.50413, -4.56361, -5.15118], [2.60576, -1.00050, -3.20721], [-1.60024, -1.30240, 4.06057], [-1.21711, -2.75601, -3.00208], [6.95153, -2.69537, 0.23914], [1.71323, -5.86927, 1.57169], [0.23336, 3.35286, 0.53240], [-2.22870, -2.80157, 2.73819], [-1.83999, -4.76930, -1.62746], [-2.25093, -5.30147, -0.41578], [-2.16543, 3.89885, -0.89384], [2.02617, -3.50731, 3.53469], [-2.23294, -4.45183, 0.69466], [-1.46806, -3.42107, -1.74729], [-0.58374, -2.59536, -4.84676], [-1.84078, -3.11817, 0.62755], [5.13183, -2.05936, -2.77973], [2.18889, -5.05726, -3.25566], [2.48153, -1.81867, -4.20914], [-0.54485, 1.44694, -0.85188], [1.11101, -2.40404, 0.84757], [-1.03558, 1.40786, 1.38306], [-1.66022, -1.77099, -3.12588], [2.67232, -0.67564, -0.83817], [7.08549, -2.60855, -1.51734], [-0.52837, -3.17162, -4.01490], [2.09008, 0.83837, 3.75241], [2.81904, -3.58123, -5.25422], [-0.80286, 2.42263, 0.25430], [1.12932, -3.64635, 0.81054], [-2.32672, -7.20680, 0.58342], [7.44686, -1.19471, -0.53303], [-2.47919, -7.30574, -1.17243], [3.38965, -4.50586, 3.01060], [2.10253, -0.04354, -3.32593], [-1.88898, -5.39550, -2.51116], [0.33438, -0.39948, 3.88549], [1.57864, -6.19069, 0.54087], [2.06563, -1.43795, -5.05028], [-2.32335, 3.23398, -0.04586], [5.26800, -0.96925, 1.32384], [0.54904, -4.20455, 0.06205], [-1.14208, -1.31371, -0.80248], [0.88097, -6.22500, 2.17891], [3.76746, -3.42929, -3.79571], [2.77936, -3.26442, -4.21267], [-1.12361, -1.25277, 2.02511], [-1.74806, -2.35508, 1.86647], [0.88176, -1.34514, 3.92577], [-2.74236, -6.71616, -0.29638], [-2.55592, 3.81721, 0.84307], [1.59664, -3.62541, -2.43624], [2.63086, -6.31207, 1.94802], [1.74323, -4.07461, -3.42280], [-1.08460, -0.63381, 3.37007], [-1.63547, 0.30410, 3.32486], [0.65195, 1.59207, 3.07251], [1.43277, -0.29784, -0.97964], [-0.01021, -0.22445, 0.45192], [0.22390, -0.06109, 4.91792], [4.71013, -1.05650, 0.39611], [3.13405, -2.90861, 2.28215], [6.78603, -2.05701, -0.62840], [2.64027, -3.79313, 2.67948], [5.34989, -1.61693, -0.71185], [-3.82863, -6.73527, -0.19745], [-0.09286, -5.19266, -3.63717]]
}